{"formula": "C16H16N2O4Yb", "method": "ωB97M-V/def2-TZVPD", "elements": ["C", "H", "C", "C", "N", "O", "H", "H", "H", "H", "H", "H", "H", "Yb", "C", "O", "N", "C", "H", "C", "H", "H", "H", "C", "O", "H", "H", "C", "C", "H", "C", "C", "C", "C", "O", "C", "C", "C", "H"], "positions_angstrom": [[-1.61225, 2.84973, 0.11423], [-2.75232, 4.66000, 0.04391], [4.64438, -0.03245, 1.26278], [-2.84308, 0.80574, 0.10826], [2.58107, -0.16235, 0.11200], [1.09829, -0.40021, 2.17186], [-2.38789, -3.08909, 1.35131], [-3.60625, -1.01382, 0.95100], [2.00250, -0.01545, -4.03984], [-0.67682, 3.40172, 0.13902], [-4.93520, 3.47216, 0.02492], [6.38623, 0.09570, 0.02009], [-0.60240, -2.81306, -1.08077], [0.19666, -0.04721, 0.35648], [4.58890, -0.01862, -1.14773], [2.82626, -0.10430, 3.59031], [-1.71075, -1.47348, 0.13038], [5.30751, 0.02210, 0.04799], [-3.54668, -0.99477, -0.79831], [-1.62307, -2.30774, 1.34799], [5.16928, -0.00414, 2.20762], [5.07700, 0.01914, -2.11145], [-4.98263, 1.01112, 0.05444], [2.34722, -0.21276, 2.49629], [2.70805, 0.02095, -3.37566], [-0.64518, -2.79317, 1.40775], [-1.67883, -1.71420, -1.96316], [-2.78916, 3.57812, 0.06325], [-4.00773, 2.91530, 0.04908], [-1.75633, -1.68575, 2.23333], [-1.57965, -2.32377, -1.06638], [-1.58711, 1.44415, 0.14051], [-4.03029, 1.53239, 0.07155], [-2.99266, -0.71418, 0.09919], [1.04861, -0.38456, -1.93883], [3.21580, -0.11432, -1.06109], [3.25721, -0.12649, 1.25202], [2.23797, -0.17925, -2.17758], [-2.34663, -3.10317, -1.08675]], "forces_ev_per_angstrom": [[0.0229, -0.0830, 0.0119], [-0.0453, -0.0074, 0.0008], [0.0229, 0.0045, 0.0039], [0.2841, -0.1208, 0.0052], [0.0840, 0.1398, 0.0680], [-0.0524, 0.0890, 0.6350], [-0.0181, 0.0119, -0.0141], [0.0364, -0.0953, 0.0012], [-0.1324, -0.0343, -0.0242], [-0.0103, 0.0257, 0.0110], [0.0051, -0.0003, -0.0132], [-0.0019, -0.0039, 0.0101], [0.0030, -0.0073, 0.0200], [-0.9643, -0.1623, -1.3804], [-0.1317, -0.0200, -0.1455], [-0.0477, -0.0563, -0.0385], [0.2206, -0.0675, 0.0826], [0.0109, 0.0032, 0.0462], [0.0249, -0.1162, 0.0076], [-0.0287, -0.0511, 0.0546], [-0.0311, -0.0005, 0.0137], [0.0299, 0.0042, 0.0258], [0.0028, 0.0156, 0.0053], [0.7480, 0.0358, 0.0545], [0.3361, -0.0592, -0.0415], [0.0027, -0.0027, -0.0090], [0.0304, 0.0246, 0.0089], [0.1346, 0.0959, 0.0029], [-0.0320, -0.0590, 0.0161], [0.0218, 0.0072, 0.0018], [0.0370, -0.0282, -0.0744], [0.2749, -0.1324, 0.1772], [-0.0678, 0.0006, -0.0452], [-0.0937, 0.4615, -0.0010], [-0.1102, 0.1874, 0.1559], [0.1775, 0.0491, 0.1693], [-0.3506, -0.0968, 0.0860], [-0.3767, 0.0377, 0.0764], [-0.0154, 0.0103, 0.0351]], "lowdin_charge": [-0.158, 0.105, 0.059, -0.274, 0.040, -0.191, 0.106, 0.129, 0.165, 0.078, 0.109, 0.129, 0.087, 1.781, 0.049, 0.141, -0.387, 0.012, 0.127, -0.087, 0.139, 0.134, 0.117, -0.561, 0.209, 0.089, 0.096, -0.094, -0.073, 0.101, -0.086, -0.241, -0.059, -0.152, -0.002, -0.172, -0.136, -0.434, 0.105], "e_lumo_ha": [-0.1620, -0.1620], "relative_energy_ev": 0.000, "largest_force_ev_per_a": 1.7, "total_charge": 1, "spin_multiplicity": 2, "total_energy_ha": -2188.34897, "homo_lumo_gap_ev": [7.04, 7.04]}